Here is an isolated molecule of C5H8BN at a distorted geometry from the OMol25 dataset. Energies are from ωB97M-V/def2-TZVPD.

Output
E_LUMO: 0.51 eV
highest occupied orbital energy: -9.10 eV
Kohn-Sham gap: 0.353 Ha
total charge: 0

Last column: Mulliken charge in e.
Element x y z (Å)
B (0.160814, -0.872872, 1.064945)  0.1451
C (1.543612, -0.186225, 1.296063)  -0.3909
C (2.061914, 0.817221, 0.571060)  -0.1971
C (1.413001, 1.437896, -0.567227)  -0.1371
C (0.239257, 1.127886, -1.051691)  -0.4227
C (-1.909362, -0.792535, -0.493883)  -0.8361
N (-0.654772, -0.461074, 0.063798)  -0.3087
H (-0.202270, -1.754838, 1.762985)  -0.1259
H (2.151666, -0.542518, 2.119622)  0.3021
H (3.035166, 1.231456, 0.815085)  0.3140
H (1.971759, 2.237083, -1.053899)  0.2877
H (-0.435452, 1.412531, -1.820285)  0.4506
H (-1.803581, -1.270088, -1.475867)  0.2819
H (-2.420713, -1.494137, 0.175432)  0.3696
H (-2.545450, 0.093307, -0.606334)  0.2674

Forces on the atoms, in the same order (eV/Å):
B 0.349 0.098 0.182
C 0.124 0.104 -0.019
C 0.086 -0.368 0.446
C 0.023 0.291 -0.320
C -1.554 -3.468 2.702
C -0.529 -0.242 -0.145
N 2.120 3.942 -2.817
H -0.175 -0.363 0.271
H 0.086 0.014 0.039
H -0.035 -0.058 0.032
H -0.164 0.002 -0.091
H -0.295 0.127 -0.357
H -0.060 0.056 0.118
H -0.014 0.016 -0.071
H 0.037 -0.150 0.031



Here is a structure of composition C5H8Br at a distorted geometry from the OMol25 dataset. Energies are from ωB97M-V/def2-TZVPD.

Output
E_LUMO (alpha / beta): 0.70 / -1.39 eV
2S+1: 2
highest occupied orbital energy (alpha / beta): -8.46 / -9.47 eV
Kohn-Sham gap (alpha / beta): 0.336 / 0.297 Ha
total charge: 0

Last column: Mulliken charge in e.
Element x y z (Å)
Br (-0.164052, 0.202249, 1.153566)  -0.3071
C (-3.244914, 3.100199, 3.582456)  -1.2185
C (-2.278945, 1.937000, 3.820718)  -0.2360
C (-0.799244, 2.303767, 3.379542)  -0.3644
C (0.009219, 1.074738, 3.567382)  0.1710
C (0.762527, 0.075745, 3.416241)  -0.5654
H (-4.241022, 2.842159, 3.856001)  0.3602
H (-2.970133, 4.021468, 4.113525)  0.3074
H (-3.248597, 3.441619, 2.538843)  0.3155
H (-2.334475, 1.585102, 4.867245)  0.3202
H (-2.638480, 1.024265, 3.311606)  0.3028
H (-0.695888, 2.510106, 2.269029)  0.3076
H (-0.313885, 3.119266, 4.041574)  0.2692
H (1.501609, -0.543313, 4.037731)  0.3374

Forces on the atoms, in the same order (eV/Å):
Br -0.003 -0.754 -1.271
C 0.939 0.644 -0.426
C 0.125 0.317 -0.183
C 0.010 -0.667 0.930
C 1.977 -1.347 -0.522
C -0.404 1.750 3.116
H -0.823 -0.198 0.214
H 0.068 -0.376 0.310
H -0.037 -0.468 0.006
H 0.462 0.619 -0.180
H 0.410 0.543 -0.407
H -0.350 0.275 1.482
H -0.986 -1.077 -1.177
H -1.389 0.741 -1.892



Here is a structure of composition C5H8BrCl at a distorted geometry from the OMol25 dataset. Energies are from ωB97M-V/def2-TZVPD.

Output
E_LUMO: 0.76 eV
highest occupied orbital energy: -8.99 eV
Kohn-Sham gap: 0.358 Ha
total charge: 0

Last column: Mulliken charge in e.
Element x y z (Å)
C (-0.233800, -0.156002, 1.421963)  -0.8138
C (0.273696, 0.043243, 0.008463)  1.1034
C (-1.319236, -0.414285, 0.431286)  0.1959
C (0.931208, -1.026294, -0.798324)  -1.2672
C (0.357300, 1.440073, -0.442517)  -1.4609
Cl (-1.970928, -2.021245, 0.189657)  -0.1982
Br (-2.715371, 0.843241, 0.168724)  -0.1531
H (0.122609, -0.985957, 1.960465)  0.3104
H (-0.263051, 0.702260, 2.025775)  0.3151
H (0.396233, -2.060209, -0.598883)  0.2248
H (1.969932, -1.124379, -0.580628)  0.3423
H (1.048433, -0.738850, -1.845325)  0.3574
H (0.876245, 1.650292, -1.499910)  0.2922
H (1.072882, 1.869004, 0.128949)  0.3882
H (-0.546154, 1.979115, -0.569698)  0.3636

Forces on the atoms, in the same order (eV/Å):
C 0.149 -0.491 -1.330
C -3.755 -1.664 -0.262
C 1.635 0.908 -0.436
C -0.521 -1.831 0.409
C 1.148 -0.120 -4.517
Cl 0.514 -0.046 0.112
Br -0.235 0.335 0.178
H 0.355 -1.154 0.541
H -0.324 1.177 0.633
H 1.309 2.045 -0.851
H 0.970 -0.338 0.933
H -1.040 -0.213 -0.143
H -1.135 -1.278 1.763
H 1.740 2.149 2.345
H -0.810 0.520 0.625



Sequential energy output: -274.8243 -2769.1873 -3229.4434 a.u.
Sequential energy above the lowest of the compared OMol25 structures with the same formula, charge and spin output: 60.5 50.2 19.2 kcal/mol